{
  "formula": "C4H10N2O2",
  "method": "wB97M-V/def2-TZVPD",
  "elements": ["C", "C", "C", "N", "N", "C", "O", "O", "H", "H", "H", "H", "H", "H", "H", "H", "H", "H"],
  "coordinates": [[-0.4718, -1.5191, -0.4328], [0.5840, 1.0796, -1.1764], [0.5626, 1.8755, -0.0130], [-0.7804, -0.3599, 1.7362], [0.8082, -0.8399, -0.6969], [-1.3668, -0.9361, 0.6662], [0.5497, 0.0012, 1.8225], [-2.5800, -1.0948, 0.5922], [1.3643, -0.8141, 0.1579], [-1.3916, 0.0448, 2.4353], [1.2784, -1.1639, -1.5364], [-0.2857, -2.5605, -0.1530], [-1.0707, -1.5209, -1.3423], [1.4617, 1.0946, -1.8142], [-0.3385, 0.9131, -1.7220], [1.4315, 2.5037, 0.1590], [-0.3876, 2.3470, 0.2212], [0.6328, 0.9498, 1.0964]],
  "lowdin_charge": [-0.106, -0.079, -0.169, -0.009, 0.009, -0.489, -0.176, 0.026, 0.105, 0.154, 0.119, 0.130, 0.124, 0.083, 0.090, 0.061, 0.067, 0.061],
  "lumo_ha": 0.022,
  "e_above_lowest_kcal_mol": 123.41,
  "total_charge": 0,
  "orbital_gap_ev": 8.58,
  "homo_ha": -0.2938
}


{
  "formula": "C5H8LiO3",
  "method": "wB97M-V/def2-TZVPD",
  "elements": ["H", "O", "C", "O", "Li", "O", "C", "C", "C", "H", "H", "H", "C", "H", "H", "H", "H"],
  "coordinates": [[0.1263, 1.6990, 0.0972], [-2.0668, 0.5889, 0.0645], [-1.2334, 1.5598, 0.6102], [-1.6508, 2.6441, 0.9184], [-3.5541, 2.9829, 0.4181], [0.1241, 0.6226, 1.6907], [1.2566, 0.9711, 1.0976], [-3.3389, 0.8927, -0.0913], [-4.0967, -0.2926, -0.4986], [-3.5196, -1.2258, -0.5479], [-4.9967, -0.3839, 0.1259], [-4.4814, -0.0388, -1.5057], [2.2160, -0.1259, 0.7585], [1.7274, 1.8612, 1.5545], [1.6988, -1.0881, 0.6574], [2.9919, -0.1982, 1.5347], [2.7232, 0.1289, -0.1844]],
  "lowdin_charge": [0.212, 0.020, -0.355, -0.012, 0.788, -0.084, -0.187, -0.099, -0.062, 0.101, 0.105, 0.111, -0.019, 0.164, 0.100, 0.115, 0.104],
  "lumo_ha": -0.209,
  "e_above_lowest_kcal_mol": 59.67,
  "total_charge": 1,
  "orbital_gap_ev": 7.67,
  "homo_ha": -0.4913
}